(1)
A 6-piece molecular cluster, C28H47ClFIN7 overall. Source: OMol25; level of theory: the ωB97M-V functional and the def2-TZVPD basis.

orbital gap: 9.3 eV
2S+1: 1
total charge: +1
DFT total energy: -2335.90445 hartree

Geometry (Å):
C1 -2.315 1.140 -2.065
C2 -0.828 0.937 -2.193
F1 -0.219 2.180 -2.401
C3 -0.097 0.239 -1.083
C4 1.044 -0.465 -1.230
N1 1.408 -0.934 0.003
C5 0.542 -0.555 0.926
C6 0.616 -0.896 2.366
C7 1.590 -0.031 3.175
C8 1.463 1.474 2.954
I1 1.616 2.602 4.759
N2 -0.384 0.169 0.285
Cl1 -1.713 0.833 1.064
H1 -2.841 0.207 -1.883
H2 -2.692 1.534 -3.009
H3 -2.553 1.890 -1.314
H4 -0.627 0.324 -3.075
H5 1.605 -0.633 -2.135
H6 2.247 -1.484 0.208
H7 -0.384 -0.913 2.797
H8 0.987 -1.924 2.416
H9 1.459 -0.269 4.222
H10 2.617 -0.322 2.947
H11 2.254 1.846 2.308
H12 0.511 1.775 2.523
C9 -6.505 -1.798 -0.128
C10 -6.989 -1.042 -1.359
C11 -6.549 -1.698 -2.674
C12 -5.093 -1.755 -2.789
N3 -3.949 -1.800 -2.876
H13 -5.415 -1.823 -0.081
H14 -6.866 -1.319 0.782
H15 -6.866 -2.828 -0.129
H16 -6.623 -0.014 -1.334
H17 -8.078 -0.991 -1.356
H18 -6.930 -1.139 -3.529
H19 -6.933 -2.717 -2.744
C13 1.840 -5.735 2.505
C14 3.361 -5.704 2.575
C15 3.931 -4.280 2.514
C16 3.576 -3.610 1.265
N4 3.298 -3.083 0.284
H20 1.476 -5.331 1.558
H21 1.473 -6.757 2.587
H22 1.397 -5.155 3.318
H23 3.784 -6.296 1.762
H24 3.698 -6.158 3.507
H25 5.019 -4.288 2.588
H26 3.548 -3.676 3.340
C17 6.205 0.064 6.823
C18 5.016 0.826 7.394
C19 3.838 -0.088 7.754
C20 3.329 -0.796 6.582
N5 2.936 -1.313 5.635
H27 5.943 -0.439 5.890
H28 7.030 0.743 6.611
H29 6.564 -0.691 7.525
H30 4.677 1.578 6.679
H31 5.317 1.357 8.297
H32 3.015 0.490 8.177
H33 4.138 -0.831 8.496
C21 -2.698 6.423 -3.350
C22 -3.783 6.547 -2.287
C23 -3.980 5.253 -1.487
C24 -4.382 4.140 -2.347
N6 -4.716 3.286 -3.036
H34 -2.956 5.666 -4.092
H35 -2.566 7.369 -3.874
H36 -1.740 6.150 -2.904
H37 -4.730 6.825 -2.753
H38 -3.527 7.342 -1.587
H39 -4.747 5.383 -0.723
H40 -3.051 4.976 -0.984
C25 2.225 -0.889 -7.489
C26 0.987 -0.171 -6.966
C27 1.326 0.995 -6.027
C28 2.055 0.544 -4.843
N7 2.627 0.178 -3.918
H41 2.797 -1.340 -6.676
H42 1.944 -1.685 -8.176
H43 2.883 -0.201 -8.023
H44 0.341 -0.878 -6.443
H45 0.410 0.228 -7.801
H46 0.420 1.500 -5.690
H47 1.944 1.734 -6.539

Atoms 1-3, force components in eV/Å:
C -0.107 0.331 -0.235
C -0.149 -0.167 0.021
F 0.004 -0.041 0.073

Just the Mulliken charges please, in e? Sure, here they are:
1 C -1.782
2 C 1.037
3 F -0.355
4 C 0.021
5 C -0.688
6 N 0.319
7 C -0.048
8 C -1.049
9 C 0.069
10 C -1.048
11 I 0.028
12 N 0.236
13 Cl 0.046
14 H 0.397
15 H 0.538
16 H 0.232
17 H 0.217
18 H 0.505
19 H 0.373
20 H 0.500
21 H 0.014
22 H 0.410
23 H 0.193
24 H 0.506
25 H 0.315
26 C -1.072
27 C -0.388
28 C -0.444
29 C 0.286
30 N -0.463
31 H 0.288
32 H 0.328
33 H 0.306
34 H 0.262
35 H 0.308
36 H 0.291
37 H 0.301
38 C -1.104
39 C -0.475
40 C -0.126
41 C 0.244
42 N -0.603
43 H 0.339
44 H 0.342
45 H 0.274
46 H 0.311
47 H 0.325
48 H 0.342
49 H 0.062
50 C -1.108
51 C -0.314
52 C -0.403
53 C 0.249
54 N -0.460
55 H 0.302
56 H 0.328
57 H 0.302
58 H 0.221
59 H 0.312
60 H 0.280
61 H 0.309
62 C -1.131
63 C -0.430
64 C -0.325
65 C 0.287
66 N -0.523
67 H 0.344
68 H 0.332
69 H 0.293
70 H 0.298
71 H 0.314
72 H 0.331
73 H 0.262
74 C -1.162
75 C -0.406
76 C -0.377
77 C 0.288
78 N -0.534
79 H 0.346
80 H 0.346
81 H 0.300
82 H 0.283
83 H 0.329
84 H 0.233
85 H 0.363

---

(2)
C28H47CoN6O5P as an isolated structure in a non-equilibrium geometry. Source: OMol25; level of theory: the ωB97M-V functional and the def2-TZVPD basis.

orbital gap: 6.8 eV
2S+1: 1
total charge: -1
DFT total energy: -3524.03360 hartree

Geometry (Å):
Co1 0.518 -1.561 -0.088
O1 -2.511 -2.566 2.203
C1 -1.474 -2.221 1.678
O2 -1.321 -1.854 0.446
C2 -0.165 -2.066 2.502
O3 -0.103 -2.426 3.658
O4 0.769 -1.461 1.832
C3 -3.318 2.071 3.271
C4 -3.789 0.991 2.303
C5 -2.844 0.867 1.095
C6 -1.383 1.191 1.473
C7 -1.163 0.769 2.931
C8 -1.936 1.721 3.851
P1 -0.114 0.666 0.212
C9 -0.773 1.361 -1.388
C10 -1.295 2.818 -1.409
C11 -2.272 3.066 -2.568
C12 -1.872 2.251 -3.792
C13 -2.044 0.755 -3.500
C14 -1.797 0.412 -2.024
C15 1.368 1.728 0.591
C16 2.283 1.135 1.681
C17 3.395 2.128 2.002
C18 2.839 3.383 2.697
C19 1.365 3.595 2.340
C20 1.103 3.232 0.882
H1 -4.042 2.207 4.077
H2 -3.272 3.027 2.737
H3 -4.794 1.224 1.944
H4 -3.856 0.029 2.816
H5 -3.178 1.550 0.310
H6 -2.907 -0.143 0.694
H7 -1.260 2.280 1.457
H8 -0.113 0.744 3.211
H9 -1.541 -0.239 3.085
H10 -1.359 2.637 4.008
H11 -2.046 1.247 4.829
H12 0.124 1.335 -2.012
H13 -0.448 3.499 -1.512
H14 -1.792 3.078 -0.473
H15 -2.298 4.135 -2.795
H16 -3.287 2.785 -2.271
H17 -0.830 2.473 -4.043
H18 -2.468 2.537 -4.662
H19 -1.375 0.168 -4.134
H20 -3.060 0.448 -3.761
H21 -1.464 -0.621 -1.936
H22 -2.734 0.473 -1.472
H23 1.928 1.660 -0.348
H24 2.667 0.183 1.325
H25 1.726 0.914 2.589
H26 3.899 2.406 1.071
H27 4.151 1.653 2.630
H28 3.416 4.264 2.399
H29 2.945 3.295 3.781
H30 1.076 4.633 2.526
H31 0.731 2.978 2.981
H32 1.769 3.831 0.250
H33 0.097 3.534 0.610
C21 3.218 -0.675 -1.204
O5 2.345 -1.114 -0.242
H34 2.900 0.234 -1.741
H35 3.443 -1.431 -1.977
H36 4.180 -0.423 -0.724
N1 3.867 -5.259 1.706
N2 3.049 -4.589 0.801
N3 3.205 -4.683 -0.503
C22 2.187 -3.954 -0.933
N4 1.464 -3.476 0.094
N5 2.035 -3.888 1.192
H37 4.819 -4.957 1.522
H38 3.586 -4.911 2.619
H39 1.951 -3.770 -1.967
C23 -1.188 -4.336 -0.977
C24 -0.558 -3.492 -2.045
C25 -0.548 -3.890 -3.366
C26 0.054 -2.859 -4.108
C27 0.390 -1.873 -3.205
C28 1.012 -0.574 -3.606
N6 0.021 -2.234 -1.925
H40 -1.114 -5.383 -1.282
H41 -2.243 -4.094 -0.839
H42 -0.714 -4.253 -0.006
H43 -0.949 -4.823 -3.734
H44 0.210 -2.814 -5.176
H45 0.522 -0.187 -4.505
H46 2.073 -0.668 -3.835
H47 0.913 0.171 -2.825

Atoms 1-3, force components in eV/Å:
Co -0.550 0.023 0.930
O -0.279 -0.011 -0.123
C 0.356 0.082 0.122

Just the Mulliken charges please, in e? Sure, here they are:
1 Co 0.287
2 O -0.761
3 C 0.565
4 O -0.616
5 C 0.594
6 O -0.775
7 O -0.610
8 C -0.799
9 C -1.112
10 C -0.690
11 C 0.306
12 C -0.949
13 C -1.000
14 P 1.237
15 C 0.255
16 C -0.868
17 C -0.870
18 C -0.821
19 C -0.975
20 C -0.049
21 C 0.585
22 C -0.260
23 C -1.171
24 C -0.893
25 C -0.515
26 C -0.969
27 H 0.507
28 H 0.309
29 H 0.554
30 H 0.361
31 H 0.442
32 H -0.096
33 H 1.127
34 H -0.110
35 H 0.490
36 H 0.140
37 H 0.605
38 H 0.386
39 H 0.407
40 H -0.016
41 H 0.538
42 H 0.301
43 H 0.315
44 H 0.523
45 H 0.142
46 H 0.427
47 H -0.862
48 H 0.776
49 H 0.612
50 H 0.201
51 H 0.116
52 H 0.339
53 H 0.473
54 H 0.353
55 H 0.398
56 H 0.529
57 H -0.167
58 H 0.465
59 H 0.317
60 C -1.065
61 O -0.174
62 H 0.242
63 H 0.223
64 H 0.330
65 N -0.778
66 N 1.120
67 N -1.116
68 C -0.221
69 N 0.566
70 N -1.115
71 H 0.266
72 H 0.345
73 H 0.595
74 C -1.664
75 C 0.587
76 C -1.243
77 C -1.079
78 C 0.156
79 C -1.107
80 N 1.541
81 H 0.426
82 H 0.300
83 H 0.251
84 H 0.505
85 H 0.503
86 H 0.632
87 H 0.360
88 H -0.418

---

(3)
C28H47F3N4O4S2Sb2W as an isolated structure. Source: OMol25; level of theory: the ωB97M-V functional and the def2-TZVPD basis.

orbital gap (alpha / beta): 6.9 / 6.9 eV
2S+1: 1
total charge: +2
DFT total energy: -3258.22248 hartree

Geometry (Å):
W1 -0.484 -0.396 0.084
C1 3.511 -0.557 1.957
Sb1 1.612 0.398 1.903
C2 1.115 0.241 3.964
C3 1.922 2.487 1.608
C4 3.120 3.061 0.894
C5 3.543 4.307 1.366
C6 4.508 5.060 0.721
C7 5.079 4.568 -0.442
C8 4.694 3.323 -0.907
C9 3.732 2.539 -0.257
C10 3.577 1.148 -0.829
Sb2 1.825 0.042 -1.405
C11 2.931 -1.734 -1.792
C12 1.705 0.772 -3.402
H1 3.562 -1.117 2.889
H2 4.296 0.198 1.947
H3 3.635 -1.248 1.127
H4 1.360 1.171 4.473
H5 1.717 -0.567 4.375
H6 0.067 0.001 4.109
H7 1.838 2.946 2.594
H8 1.014 2.752 1.064
H9 3.081 4.703 2.263
H10 4.806 6.019 1.122
H11 5.832 5.135 -0.973
H12 5.171 2.930 -1.796
H13 4.139 0.433 -0.228
H14 4.077 1.140 -1.801
H15 3.971 -1.468 -1.977
H16 2.532 -2.217 -2.682
H17 2.864 -2.424 -0.954
H18 2.492 0.276 -3.969
H19 1.892 1.843 -3.394
H20 0.743 0.574 -3.863
F1 -2.930 0.561 4.034
C13 -2.350 1.462 3.254
F2 -3.273 2.299 2.783
F3 -1.467 2.162 3.974
C14 -1.610 0.784 2.089
O1 -1.158 1.476 1.151
O2 -1.389 -0.455 2.080
C15 -2.369 -5.075 0.243
N1 -1.445 -3.958 0.303
C16 -0.436 -3.865 1.154
S1 0.624 -2.491 1.075
N2 -0.218 -4.848 2.018
C17 0.821 -4.897 3.041
H21 -3.076 -4.895 -0.563
H22 -2.932 -5.177 1.174
H23 -1.851 -6.013 0.027
H24 -1.501 -3.205 -0.378
H25 -0.805 -5.665 1.943
H26 0.373 -5.165 3.996
H27 1.286 -3.921 3.127
H28 1.578 -5.634 2.777
S2 -1.430 1.142 -1.718
C18 -0.704 2.686 -1.714
N3 -1.362 3.662 -2.407
C19 -0.907 4.925 -2.509
C20 0.261 5.257 -1.889
C21 0.909 4.231 -1.193
N4 0.447 2.991 -1.107
H29 -2.235 3.402 -2.851
H30 -1.510 5.613 -3.086
H31 0.662 6.257 -1.937
H32 1.849 4.420 -0.684
C22 -0.339 -3.161 -3.061
C23 -1.007 -1.831 -2.751
C24 -2.458 -1.819 -3.196
O3 -0.954 -1.603 -1.339
H33 -0.208 -3.279 -4.137
H34 -0.955 -3.991 -2.711
H35 0.635 -3.235 -2.578
H36 -0.469 -1.020 -3.252
H37 -3.005 -2.628 -2.707
H38 -2.522 -1.976 -4.273
H39 -2.944 -0.876 -2.951
C25 -5.254 -1.464 0.712
C26 -5.197 0.034 1.002
C27 -4.111 0.482 0.045
O4 -3.139 -0.592 0.053
C28 -3.786 -1.809 0.488
H40 -5.833 -1.651 -0.193
H41 -5.691 -2.044 1.522
H42 -4.900 0.216 2.036
H43 -6.142 0.542 0.823
H44 -3.607 1.403 0.330
H45 -4.499 0.595 -0.971
H46 -3.293 -2.138 1.406
H47 -3.650 -2.562 -0.288

Atoms 1-3, force components in eV/Å:
W 0.091 -0.700 -0.336
C -0.012 -0.024 0.039
Sb 0.003 0.146 -0.021

Just the Mulliken charges please, in e? Sure, here they are:
1 W -0.102
2 C -1.262
3 Sb 0.977
4 C -1.258
5 C -1.072
6 C 0.486
7 C -0.990
8 C -0.784
9 C -0.813
10 C -1.279
11 C 2.033
12 C -1.764
13 Sb 0.832
14 C -1.580
15 C -1.462
16 H 0.535
17 H 0.461
18 H 0.265
19 H 0.418
20 H 0.489
21 H 0.202
22 H 0.795
23 H 0.159
24 H 0.446
25 H 0.454
26 H 0.452
27 H 0.448
28 H 0.561
29 H 0.779
30 H 0.604
31 H 0.533
32 H 0.306
33 H 0.613
34 H 0.393
35 H 0.402
36 F -0.215
37 C 0.481
38 F -0.203
39 F -0.218
40 C -0.002
41 O -0.629
42 O -0.514
43 C -1.289
44 N 0.822
45 C 0.355
46 S -0.167
47 N -0.219
48 C -0.746
49 H 0.332
50 H 0.440
51 H 0.501
52 H -1.034
53 H 0.225
54 H 0.341
55 H 0.202
56 H 0.317
57 S -0.626
58 C -0.125
59 N 0.069
60 C -0.357
61 C -1.118
62 C 0.684
63 N 0.393
64 H 0.280
65 H 0.481
66 H 0.494
67 H -0.114
68 C -1.444
69 C 1.290
70 C -1.259
71 O 1.440
72 H 0.488
73 H 0.380
74 H 0.151
75 H -0.476
76 H 0.224
77 H 0.517
78 H 0.120
79 C -0.843
80 C -0.528
81 C -0.590
82 O 0.477
83 C 0.149
84 H 0.332
85 H 0.405
86 H 0.069
87 H 0.496
88 H 0.264
89 H 0.381
90 H 0.143
91 H -0.304